Entry 1:
A molecular structure, BeH27O18S at a distorted geometry. Source: OMol25; level of theory: ωB97M-V/def2-TZVPD.

Cartesian coordinates (Å):
Be  -0.955  29.608  4.037
O  -1.071  29.711  5.568
H  -1.258  30.357  6.202
S  -0.728  27.285  2.263
O  -1.992  27.236  1.464
O  -0.853  28.395  3.189
O  -0.612  26.078  3.143
O  0.513  27.536  1.466
O  -2.352  30.495  3.218
H  -2.139  30.481  2.286
H  -3.145  29.957  3.322
O  -2.223  24.572  4.290
H  -2.528  23.952  3.707
H  -1.548  25.203  3.820
O  3.001  27.262  2.135
H  3.279  28.170  2.200
H  2.098  27.336  1.855
O  -4.242  28.159  1.386
H  -3.338  27.797  1.315
H  -4.370  28.688  0.618
O  1.100  24.497  1.829
H  1.897  24.027  2.157
H  0.689  25.181  2.393
O  0.231  30.774  3.485
H  1.070  30.769  3.962
H  0.353  30.637  2.567
O  0.843  25.628  4.970
H  0.159  25.909  4.300
H  1.685  25.454  4.487
O  -1.316  23.148  1.702
H  -0.560  23.672  1.803
H  -1.196  22.284  2.107
O  1.335  29.784  1.051
H  0.928  29.958  0.213
H  1.040  28.871  1.134
O  -2.986  26.967  5.097
H  -2.698  26.075  4.847
H  -3.452  26.784  5.896
O  1.722  27.648  -0.909
H  1.344  27.467  -0.014
H  0.960  27.540  -1.506
O  -1.932  26.587  -0.927
H  -1.286  25.873  -0.970
H  -2.023  26.842  0.025
O  -3.676  24.998  1.241
H  -3.360  24.122  1.213
H  -2.821  25.346  1.469

Properties
charge = -1
multiplicity = 1
strongest force on any atom = 4.37 eV/A
gap between HOMO and LUMO = 9.342 eV
E = -48536.539 eV

Results of the Löwdin charge analysis, in e, for atoms 1 through 4:
1 Be 0.02
2 O -0.17
3 H -0.04
4 S 0.62



Entry 2:
A molecular structure, BeH29O19S at a distorted geometry. Source: OMol25; level of theory: ωB97M-V/def2-TZVPD.

Cartesian coordinates (Å):
Be  15.562  9.197  13.980
O  16.333  9.641  12.716
H  16.427  10.424  12.165
S  16.933  7.167  15.739
O  16.336  6.996  17.043
O  16.149  8.174  14.938
O  18.200  7.835  16.066
O  17.224  5.986  15.044
O  19.431  4.613  15.205
H  20.142  5.174  15.528
H  18.598  5.058  15.115
O  15.786  4.042  15.882
H  16.038  4.193  16.790
H  16.342  4.692  15.432
O  15.694  10.750  15.049
H  16.031  10.617  15.951
H  15.715  11.697  14.876
O  13.888  9.129  13.803
H  13.226  8.837  13.206
H  13.562  9.037  14.683
O  16.725  7.753  19.635
H  16.463  6.990  20.168
H  16.496  7.474  18.752
O  16.948  4.453  12.991
H  16.989  5.211  13.660
H  17.383  3.656  13.310
O  14.149  6.264  17.880
H  13.840  6.737  18.651
H  15.000  6.674  17.641
O  18.945  10.119  16.130
H  18.815  9.133  16.050
H  18.115  10.401  16.506
O  19.339  5.683  12.196
H  18.476  5.557  12.485
H  19.188  5.965  11.271
O  19.099  8.115  18.534
H  18.864  7.890  17.612
H  18.350  8.493  19.033
O  15.113  6.724  12.760
H  14.917  6.341  13.607
H  15.599  6.139  12.260
O  16.290  10.020  17.745
H  16.755  10.180  18.556
H  16.525  9.150  17.566
O  16.994  5.023  18.234
H  16.702  5.855  17.884
H  17.929  4.950  18.117
O  20.475  7.348  15.201
H  20.272  7.504  14.303
H  19.655  7.518  15.720

Properties
charge = -1
multiplicity = 1
strongest force on any atom = 6.02 eV/A
gap between HOMO and LUMO = 8.688 eV
E = -50615.865 eV

Results of the Löwdin charge analysis, in e, for atoms 1 through 4:
1 Be 0.00
2 O -0.21
3 H -0.01
4 S 0.51



Entry 3:
A molecular structure, BeH8O4 at a distorted geometry. Source: OMol25; level of theory: ωB97M-V/def2-TZVPD.

Cartesian coordinates (Å):
Be  -1.416  -7.245  7.599
O  -1.571  -7.133  9.182
H  -0.982  -7.264  9.940
H  -2.525  -7.008  9.467
O  -2.180  -5.857  6.961
H  -2.637  -5.822  6.118
H  -2.691  -5.178  7.598
O  0.199  -7.291  7.245
H  0.775  -8.030  7.470
H  0.798  -6.571  6.903
O  -2.165  -8.588  7.031
H  -1.967  -9.394  6.632
H  -3.175  -8.703  6.937

Properties
charge = +2
multiplicity = 1
strongest force on any atom = 4.04 eV/A
gap between HOMO and LUMO = 14.688 eV
E = -8707.406 eV

Results of the Löwdin charge analysis, in e, for atoms 1 through 4:
1 Be 0.14
2 O 0.11
3 H 0.17
4 H 0.19



Entry 4:
A molecular structure, Br2ClOP at a distorted geometry. Source: OMol25; level of theory: ωB97M-V/def2-TZVPD.

Cartesian coordinates (Å):
O  1.608  1.833  -0.646
P  0.220  -0.720  0.465
Cl  0.898  0.319  -0.906
Br  -1.437  0.814  0.921
Br  -1.289  -2.246  0.167

Properties
charge = 0
multiplicity = 1
strongest force on any atom = 8.81 eV/A
gap between HOMO and LUMO = 7.349 eV
E = -163939.145 eV

Results of the Löwdin charge analysis, in e, for atoms 1 through 4:
1 O -0.60
2 P -0.24
3 Cl 0.49
4 Br 0.13



Entry 5:
Br2ClOPS2 in the gas phase at a distorted geometry. Source: OMol25; level of theory: ωB97M-V/def2-TZVPD.

Cartesian coordinates (Å):
O  -0.206  1.258  1.450
P  0.101  0.567  0.202
S  -1.571  -0.056  -0.975
S  1.121  -1.151  0.626
Cl  1.491  1.667  -0.964
Br  -2.789  -0.441  0.851
Br  1.854  -1.844  -1.189

Properties
charge = 0
multiplicity = 1
strongest force on any atom = 2.33 eV/A
gap between HOMO and LUMO = 8.354 eV
E = -185615.788 eV

Results of the Löwdin charge analysis, in e, for atoms 1 through 4:
1 O -0.47
2 P -0.39
3 S 0.10
4 S 0.05



Entry 6:
A molecular structure, Br2CuF12P2 at a distorted geometry. Source: OMol25; level of theory: ωB97M-V/def2-TZVPD.

Cartesian coordinates (Å):
Cu  -0.541  0.016  -0.699
Br  -0.466  1.581  -2.800
Br  -2.251  -2.061  -1.002
P  -1.663  1.610  1.666
F  -0.847  2.743  0.866
F  -2.259  1.018  0.253
F  -0.376  0.557  1.470
F  -2.442  0.401  2.418
F  -1.028  2.079  3.084
F  -2.895  2.619  1.858
P  2.113  -1.547  -0.993
F  0.703  -1.409  -1.765
F  1.714  -0.048  -0.420
F  1.380  -2.271  0.227
F  3.565  -1.413  -0.295
F  2.492  -3.024  -1.547
F  2.800  -0.851  -2.320

Properties
charge = -2
multiplicity = 2
strongest force on any atom = 2.34 eV/A
gap between HOMO and LUMO (alpha / beta) = 8.359 / 5.920 eV
E = -235928.283 eV

Results of the Löwdin charge analysis, in e, for atoms 1 through 4:
1 Cu 0.19
2 Br -0.23
3 Br -0.12
4 P 0.19